Entry 1
Below is C2H3IO2 in the gas phase, with properties calculated with the ωB97M-V functional and the def2-TZVPD basis.

Properties
orbital gap (alpha / beta): 8.01 / 5.67 eV
E_HOMO (alpha / beta): -8.12 / -7.15 eV
E_LUMO (alpha / beta): -0.1 / -1.5 eV

```
8
Properties=species:S:1:pos:R:3:mulliken_charge:R:1
C -0.83298 0.16867 -0.49483 0.52
C -0.60175 -0.88580 0.45354 -0.68
O -0.54265 0.97833 -1.27095 -0.35
O 1.91405 1.06240 0.22809 -0.69
I 1.74553 2.09215 -1.28459 0.36
H -1.44526 -1.69398 0.61377 0.29
H 0.35946 -1.33602 0.33388 0.28
H -0.59640 -0.38576 1.42109 0.27
```


Entry 2
Below is 2 unconnected molecules or ions with the total composition C2H3IO2, with properties calculated with the ωB97M-V functional and the def2-TZVPD basis.

Properties
SMILES: I[C@]12O[C@H]1O2.[H][H]
orbital gap (alpha / beta): 7.81 / 7.81 eV
E_HOMO (alpha / beta): -8.18 / -8.18 eV
E_LUMO (alpha / beta): -0.4 / -0.4 eV

```
8
Properties=species:S:1:pos:R:3:mulliken_charge:R:1
I 2.14596 -1.02806 0.12265 0.06
C 0.26090 0.00434 0.21516 -0.19
O 0.41235 1.18759 0.96705 -0.21
C -0.17945 1.77123 -0.04969 0.15
O -0.30380 0.70944 -0.83020 -0.18
H -0.65593 2.72102 -0.01026 0.36
H -0.70680 -2.84381 -0.46479 0.01
H -0.97323 -2.52176 0.05008 -0.01
```


Name the least stable of them. entry 1.


Entry 1
Below is C2H6N2O2S in the gas phase, with properties calculated with the ωB97M-V functional and the def2-TZVPD basis.

Properties
SMILES: NS(=O)(=O)N1CC1
orbital gap: 11.04 eV
E_HOMO: -10.55 eV
E_LUMO: 0.5 eV

```
13
Properties=species:S:1:pos:R:3:mulliken_charge:R:1
N -2.31031 -1.28392 0.32710 -0.61
S -1.69887 0.24896 -0.12818 1.12
O -2.42173 1.26210 0.54681 -0.57
O -1.59303 0.19838 -1.60369 -0.59
N 0.01107 0.38677 0.64414 -0.33
C 0.79778 1.39522 -0.07959 -0.44
C 1.09704 -0.01740 -0.23142 -0.22
H -1.69150 -1.47220 1.05065 0.32
H -1.93068 -1.90789 -0.42253 0.32
H 1.22383 2.10283 0.62499 0.22
H 0.41065 1.91942 -0.82422 0.29
H 0.92033 -0.50391 -1.20577 0.22
H 1.85448 -0.49984 0.28069 0.26
```


Entry 2
Below is C2H6N2O2S in the gas phase, with properties calculated with the ωB97M-V functional and the def2-TZVPD basis.

Properties
orbital gap: 8.78 eV
E_HOMO: -8.06 eV
E_LUMO: 0.7 eV

```
13
Properties=species:S:1:pos:R:3:mulliken_charge:R:1
C 0.97731 -0.09469 -0.16659 0.05
C -0.85596 -0.83289 0.43358 -0.18
N 0.58016 1.23072 -0.14729 -0.23
N -0.73472 1.28398 -0.58217 -0.34
O 1.98185 -0.27983 0.72766 -0.53
O -1.14556 -1.77457 -0.53404 -0.48
S -1.96791 0.49328 0.44168 -0.12
H 1.35966 -0.55588 -1.06391 0.21
H -0.69593 -1.06560 1.49781 0.35
H 0.88312 1.79491 0.74965 0.27
H -0.98954 2.24963 -0.75798 0.29
H 2.49185 -0.98722 0.45419 0.35
H -1.88434 -1.46184 -1.05258 0.35
```


Name the least stable of them. entry 2.


Entry 1
Below is 2 unconnected molecules or ions with the total composition C3H10NOS, with properties calculated with the ωB97M-V functional and the def2-TZVPD basis.

Properties
orbital gap: 6.09 eV
E_HOMO: -2.49 eV
E_LUMO: 3.6 eV
charge: -1

```
16
Properties=species:S:1:pos:R:3:mulliken_charge:R:1
C -0.99485 -0.83799 0.57530 -1.29
C -1.04036 0.72905 0.59404 0.16
C -0.95994 1.30393 -0.87290 -0.82
S 0.59613 0.54898 -1.58254 -0.64
N 0.01439 1.27432 1.52276 -0.77
H -1.74076 -1.30345 -0.03602 0.40
H -0.15100 -1.27262 0.01558 0.22
H -1.11854 -1.34744 1.50950 0.40
H -1.95904 1.04159 1.09844 0.24
H -0.86751 2.44899 -0.82648 0.26
H -1.79384 1.02420 -1.52464 0.32
H 0.37398 1.94813 0.97714 0.30
H 0.82755 0.57489 1.51294 0.29
H 2.57902 -1.46025 -1.28774 0.25
H 3.60653 -2.37921 -0.89349 0.28
O 2.62825 -2.29311 -0.78189 -0.60
```


Entry 2
Below is 2 unconnected molecules or ions with the total composition C3H10NOS, with properties calculated with the ωB97M-V functional and the def2-TZVPD basis.

Properties
orbital gap: 6.35 eV
E_HOMO: -2.69 eV
E_LUMO: 3.7 eV
charge: -1

```
16
Properties=species:S:1:pos:R:3:mulliken_charge:R:1
C 0.71503 -2.48705 -0.72561 -1.01
C 0.71600 -1.09150 -0.08835 -0.19
S 1.54640 0.22076 -1.07836 -0.27
H 1.70621 -2.90930 -0.90080 0.31
H 0.17916 -2.37077 -1.65877 0.28
H 0.05877 -3.14503 -0.11800 0.29
H -0.30287 -0.76725 0.07808 0.04
H 1.29738 -0.96206 0.84114 0.33
H 0.31093 0.59977 -1.55232 0.15
N -2.16886 0.48002 1.80070 -0.76
C -1.42671 1.62476 1.18816 -0.47
O -0.87263 1.28136 -0.00777 -0.76
H -2.71561 0.06434 1.05785 0.28
H -1.47535 -0.19716 2.08752 0.31
H -2.00560 2.57883 1.18937 0.24
H -0.63364 1.85205 1.97766 0.23
```


Name the least stable of them. entry 2.


Entry 1
Below is 2 unconnected molecules or ions with the total composition C3H10NOS, with properties calculated with the ωB97M-V functional and the def2-TZVPD basis.

Properties
orbital gap: 6.57 eV
E_HOMO: -2.78 eV
E_LUMO: 3.8 eV
charge: -1

```
16
Properties=species:S:1:pos:R:3:mulliken_charge:R:1
C -1.77408 -1.02470 -0.38365 -0.80
N -0.58326 -0.20685 -0.43287 -0.14
C 0.74610 -0.75046 -0.30693 -0.61
C 1.93326 0.21255 0.03150 -0.69
S 1.60206 1.93878 -0.59292 -0.75
H -2.61580 -0.54168 0.11717 0.26
H -1.47481 -1.88212 0.21963 0.25
H -2.06460 -1.32925 -1.39292 0.26
H -0.56257 0.69117 -0.91001 0.21
H 0.82033 -1.52818 0.47018 0.29
H 0.96202 -1.24709 -1.27090 0.27
H 2.81009 -0.10673 -0.51323 0.31
H 1.92349 0.31037 1.11309 0.27
H -1.04637 1.24143 1.21778 0.33
H 0.00201 2.22186 0.98694 0.22
O -0.67790 2.00090 1.64715 -0.70
```


Entry 2
Below is 2 unconnected molecules or ions with the total composition C3H10NOS, with properties calculated with the ωB97M-V functional and the def2-TZVPD basis.

Properties
orbital gap: 6.93 eV
E_HOMO: -2.89 eV
E_LUMO: 4.0 eV
charge: -1

```
16
Properties=species:S:1:pos:R:3:mulliken_charge:R:1
C -0.63361 1.02131 0.82885 -1.24
C 0.80634 0.60669 0.62071 0.31
C 1.14382 0.46487 -0.86898 -0.81
S 0.73857 -1.16299 -1.64688 -0.65
N 1.05724 -0.59721 1.43172 -0.81
H -0.92099 1.85393 0.18469 0.34
H -1.31729 0.22510 0.51117 0.19
H -0.86968 1.26893 1.85650 0.37
H 1.43538 1.39283 1.05986 0.27
H 2.21664 0.58703 -1.01691 0.30
H 0.64709 1.25162 -1.41818 0.30
H 1.97749 -0.94980 1.13953 0.28
H 0.46818 -1.30884 1.00816 0.34
H -2.74834 -2.09959 -0.98682 0.29
H -1.50502 -1.29585 -1.32125 0.18
O -2.49581 -1.25803 -1.38216 -0.66
```


Name the least stable of them. entry 1.


Entry 1
Below is 2 unconnected molecules or ions with the total composition C3H10NOS, with properties calculated with the ωB97M-V functional and the def2-TZVPD basis.

Properties
orbital gap: 6.45 eV
E_HOMO: -2.80 eV
E_LUMO: 3.6 eV
charge: -1

```
16
Properties=species:S:1:pos:R:3:mulliken_charge:R:1
C -1.20639 -2.05939 0.73382 -0.73
N -1.40879 -0.65982 0.27564 -0.43
C -0.13636 0.22827 0.15539 -0.50
C -0.59199 1.64724 -0.10162 -0.52
S 0.99877 2.66874 -0.16278 -0.62
H -1.26969 -2.81962 -0.06624 0.23
H -1.80911 -2.17035 1.62129 0.30
H -0.06617 -2.13848 0.99884 0.20
H -1.88067 -0.27134 1.09150 0.26
H 0.69324 0.23975 0.94817 0.32
H 0.30516 -0.21006 -0.85063 0.21
H -1.34900 2.00781 0.75456 0.18
H -1.27452 1.69392 -0.99900 0.25
H 3.54942 0.16682 -1.09524 0.32
H 2.29763 0.99322 -1.42283 0.24
O 3.14848 0.68327 -1.88085 -0.70
```


Entry 2
Below is 2 unconnected molecules or ions with the total composition C3H10NOS, with properties calculated with the ωB97M-V functional and the def2-TZVPD basis.

Properties
orbital gap: 6.26 eV
E_HOMO: -2.41 eV
E_LUMO: 3.8 eV
charge: -1

```
16
Properties=species:S:1:pos:R:3:mulliken_charge:R:1
C -1.35580 -0.27336 -1.55294 -0.88
N -1.06494 0.02416 -0.12989 -0.28
C 0.13710 -0.64340 0.27423 -0.64
C 1.51181 -0.11173 -0.17252 -0.48
S 2.60830 -1.66555 0.03133 -0.73
H -2.41326 0.17283 -1.77980 0.26
H -1.26494 -1.26865 -2.02571 0.33
H -0.59739 0.24060 -2.23858 0.27
H -1.10116 0.95688 -0.09372 0.25
H 0.25640 -0.48355 1.33758 0.16
H -0.00612 -1.72374 -0.02032 0.36
H 1.93411 0.72979 0.30591 0.18
H 1.60103 0.09995 -1.28266 0.15
H 0.63408 1.74590 2.26753 0.33
H -0.59337 0.64089 2.49655 0.37
O -0.28585 1.55897 2.58301 -0.66
```


Name the least stable of them. entry 2.


Entry 1
Below is 2 unconnected molecules or ions with the total composition C12H13NOSi, with properties calculated with the ωB97M-V functional and the def2-TZVPD basis.

Properties
orbital gap (alpha / beta): 7.61 / 7.61 eV
E_HOMO (alpha / beta): -7.54 / -7.54 eV
E_LUMO (alpha / beta): 0.1 / 0.1 eV

```
28
Properties=species:S:1:pos:R:3:mulliken_charge:R:1
C -1.57670 3.14979 2.58154 -0.33
C -0.25601 3.46670 2.15461 -0.71
C -1.95483 1.83421 2.66757 -0.58
C 0.64991 2.43928 2.04681 -0.32
C -1.01769 0.80020 2.44789 -0.52
C 0.32919 1.12151 2.12697 0.47
C -0.78487 -2.67637 -2.06474 -0.33
C 0.24473 -2.52595 -1.19118 -0.64
C 0.60240 -1.48481 -3.74338 -0.09
C 1.04014 -0.27455 -0.98427 -0.03
C -0.83332 -1.82366 -3.32453 -0.72
C 1.44123 -1.57351 -1.58046 0.35
N 1.60000 -1.47549 -2.99141 -0.58
O 0.46783 0.63687 -1.48888 -0.42
Si 1.55511 -0.26192 1.74278 0.51
H -2.34936 3.97823 2.64674 0.28
H 0.11200 4.40720 2.13458 0.48
H -2.79463 1.46300 3.11693 0.40
H 1.65218 2.71213 1.99944 0.36
H -1.32948 -0.15291 2.68356 0.40
H -1.50570 -3.47091 -1.74931 0.32
H 0.24818 -3.07753 -0.34503 0.59
H 0.90517 -1.24585 -4.76355 0.41
H -1.32560 -2.23149 -4.18394 0.42
H -1.37591 -0.82139 -3.09805 0.22
H 2.39802 -1.93774 -1.14583 0.32
H 1.01987 -1.41523 2.46984 -0.13
H 2.83815 0.44021 1.83532 -0.14
```


Entry 2
Below is 2 unconnected molecules or ions with the total composition C12H13NOSi, with properties calculated with the ωB97M-V functional and the def2-TZVPD basis.

Properties
orbital gap: 8.32 eV
E_HOMO: -7.81 eV
E_LUMO: 0.5 eV

```
28
Properties=species:S:1:pos:R:3:mulliken_charge:R:1
C 4.26660 0.79642 -0.81133 -0.23
C 4.11462 -0.40318 -1.40395 -0.46
C 3.24558 1.25041 0.04404 -0.53
C 3.04621 -1.22630 -1.12072 -0.29
C 2.20528 0.40249 0.37617 -0.33
C 2.08653 -0.89679 -0.20214 0.33
C -2.76528 0.60459 1.36732 -0.60
C -2.29297 -0.58256 1.24880 -0.49
C -4.13163 0.28457 -0.70308 -0.12
C -1.31895 -0.72736 -0.78968 0.16
C -3.54498 1.31212 0.24110 -0.55
C -2.51443 -1.28263 -0.11169 0.20
N -3.76908 -0.94012 -0.77078 -0.68
O -1.19026 0.32938 -1.32835 -0.46
Si 0.64943 -2.08059 0.05402 0.72
H 5.19920 1.39772 -0.99170 0.31
H 5.10321 -0.66122 -1.89501 0.21
H 3.24161 2.26486 0.55363 0.26
H 2.95065 -2.08201 -1.73634 0.31
H 1.47687 0.61443 1.11660 0.40
H -2.43158 1.11541 2.19111 0.43
H -1.80738 -1.20273 1.96141 0.51
H -4.98710 0.56378 -1.27033 0.43
H -4.41888 1.96774 0.57493 0.40
H -2.79629 2.01928 -0.35065 0.22
H -2.50729 -2.36955 0.05214 0.32
H 0.21884 -2.25526 1.35277 -0.23
H 0.89186 -3.24429 -0.59152 -0.24
```


Name the least stable of them. entry 1.


Entry 1
Below is C10H18N4O5 in the gas phase, with properties calculated with the ωB97M-V functional and the def2-TZVPD basis.

Properties
SMILES: CNC(=O)[C@@H](CC(N)=O)NC(=O)[C@@H](CO)NC(C)=O
orbital gap: 9.69 eV
E_HOMO: -9.31 eV
E_LUMO: 0.4 eV

```
37
Properties=species:S:1:pos:R:3:mulliken_charge:R:1
C -3.14950 1.77181 2.41550 -1.03
N -2.27857 1.89113 1.25353 -0.16
C -1.13448 1.19662 1.08102 0.40
O -0.74655 0.33550 1.88222 -0.84
C -0.18535 1.60369 -0.08796 0.06
C 0.81382 2.69878 0.34094 -1.07
C 0.11019 3.94489 0.84587 0.40
N 0.70312 4.67717 1.78530 -0.38
O -1.02240 4.23851 0.48316 -0.68
N 0.65581 0.50353 -0.52890 -0.05
C 0.13345 -0.65265 -0.93618 0.23
O -1.00176 -0.75184 -1.44949 -0.73
C 1.01511 -1.90086 -0.79012 0.08
C 0.82519 -2.46601 0.62346 -0.64
O 1.33227 -1.52456 1.52663 -0.60
N 0.63301 -2.89002 -1.81812 -0.19
C 1.44813 -3.82215 -2.35455 0.67
C 0.85177 -4.58757 -3.50644 -1.17
O 2.61165 -3.98452 -2.05852 -0.64
H -3.65813 2.71333 2.55045 0.37
H -2.55165 1.56922 3.24750 0.36
H -3.88444 0.96390 2.31110 0.28
H -2.43708 2.65002 0.57495 0.35
H -0.81444 1.90891 -0.90323 0.32
H 1.49155 2.31484 1.08151 0.62
H 1.33920 3.02406 -0.53411 0.47
H 1.59157 4.41510 2.12314 0.20
H 0.13221 5.36083 2.20004 0.25
H 1.62575 0.52210 -0.25286 0.36
H 2.02776 -1.57748 -0.94186 0.36
H 1.31300 -3.45243 0.75019 0.36
H -0.21230 -2.61006 0.87287 0.34
H 0.58182 -0.99661 1.84662 0.43
H -0.28905 -2.78324 -2.27058 0.27
H -0.16636 -4.85211 -3.29186 0.37
H 1.38338 -5.50384 -3.68481 0.34
H 0.91231 -3.94799 -4.38637 0.27
```


Entry 2
Below is 2 unconnected molecules or ions with the total composition C10H18N4O5, with properties calculated with the ωB97M-V functional and the def2-TZVPD basis.

Properties
orbital gap: 9.50 eV
E_HOMO: -9.67 eV
E_LUMO: -0.2 eV

```
37
Properties=species:S:1:pos:R:3:mulliken_charge:R:1
C 2.86281 0.97181 -0.43978 0.61
C 1.53491 0.77577 0.42862 -0.06
C 3.55971 -0.46606 -0.30233 -1.17
C 2.47639 -1.43572 0.17288 -0.63
C 1.42967 -1.55067 -0.98315 0.58
C -0.62726 0.52984 0.42730 0.11
C -0.89420 -0.82850 1.22052 0.26
C -1.88263 0.99929 -0.43410 -0.84
C -3.25687 1.31274 0.39193 -0.47
C -4.24680 0.47195 -0.29887 0.17
H 2.83705 2.97366 0.18719 0.35
H 4.12281 2.43793 -1.34568 0.37
H 2.69295 1.24326 -1.54150 0.36
H 4.32803 -0.40707 0.43776 0.49
H 4.07808 -0.78469 -1.22815 0.30
H 2.98237 -2.40604 0.40290 0.53
H 2.24399 -0.77771 1.16422 0.25
H -0.35430 -2.51701 -1.56629 0.29
H 0.24758 -2.62302 0.13571 0.26
H 0.35437 0.82551 -1.47250 0.55
H -0.63867 1.38151 1.27997 0.30
H -1.47525 2.06061 -0.74579 0.37
H -2.35391 0.39687 -1.37862 0.24
H -3.61602 2.23224 0.37172 0.48
H -3.28477 0.97376 1.51898 0.32
H -5.44618 -1.18892 -0.29658 0.28
H -4.06677 -1.62177 0.97272 0.24
H 0.31943 -0.32278 2.63302 0.51
N 3.68402 2.16688 0.08445 -0.77
N 0.39044 -2.33681 -0.80306 -0.35
N 0.52481 0.48284 -0.31224 -0.19
N -4.60198 -1.03739 0.32374 -0.46
O 1.55002 0.64437 1.69329 -0.82
O 1.47072 -0.94942 -2.00095 -0.68
O -1.53312 -1.52462 0.25600 -0.60
O -5.04670 0.97163 -1.38025 -0.60
O -0.36474 -1.07427 2.42694 -0.57
```


Name the least stable of them. entry 2.